Entry 1:
Entry from the OMol25 dataset: a cluster of 2 separate species, C3H6N2 in total at a distorted geometry (ωB97M-V/def2-TZVPD).

```
11
Properties=species:S:1:pos:R:3:forces:R:3
H -1.05700 2.16536 -0.62936 0.39 -0.44 0.03
C 1.61356 -0.85765 -0.22647 -0.11 -0.03 -0.08
H 1.48823 -1.94590 -0.03568 0.00 0.41 -0.01
H 1.98436 -0.78391 -1.25359 -0.12 0.28 0.21
C -1.12212 1.40507 0.15161 -0.38 0.32 0.00
N 0.24063 -0.33456 -0.10258 0.94 -0.19 0.14
H -0.01005 -0.49553 0.87213 -0.14 -0.14 0.00
C -1.96788 0.30802 -0.11224 -0.26 -1.08 -0.16
H 2.38250 -0.51911 0.48063 -0.23 0.18 -0.06
N -2.29229 -0.79546 -0.29083 -0.60 1.09 0.19
H -1.25995 1.85366 1.14637 0.51 -0.39 -0.26
```
Forces are in eV/Å.

Computed properties:
**HOMO (spin up / spin down)**: -9.821 / -9.248 eV
**Kohn-Sham gap (spin up / spin down)**: 9.017 / 8.874 eV
**Charge**: 0
**ΔE to the lowest compared entry with this formula, charge and spin**: 460.2 kJ/mol
**Calculated total energy**: -227.24953 hartree

Entry 2:
Entry from the OMol25 dataset: a cluster of 2 separate species, C3H6N2 in total at a distorted geometry (ωB97M-V/def2-TZVPD).

```
11
Properties=species:S:1:pos:R:3:forces:R:3
H 1.08802 0.04435 1.45451 -2.00 0.48 0.88
C -0.46638 -0.00136 2.72004 -2.46 -0.18 1.25
H -1.02673 0.60892 3.49521 0.39 -0.77 -0.85
C 0.21627 0.53778 -2.26639 0.05 0.14 0.74
H -0.57149 1.10964 -2.71787 -0.24 0.47 0.18
H -0.86533 -0.98841 2.49412 0.17 -0.44 0.25
H 1.23362 0.87822 -2.41590 -0.05 -0.06 -0.22
N -0.00037 -0.10681 -0.82260 -0.61 -0.48 -2.42
N 0.43045 0.56886 2.11201 3.88 0.97 -1.38
H 0.03828 -1.84514 -2.17351 -0.58 0.04 0.20
C -0.07633 -0.80606 -1.87962 1.42 -0.19 1.36
```
Forces are in eV/Å.

Computed properties:
**HOMO**: -9.110 eV
**Kohn-Sham gap**: 10.150 eV
**SMILES string**: C1=NC1.C=N
**Charge**: 0
**ΔE to the lowest compared entry with this formula, charge and spin**: 368.9 kJ/mol
**Calculated total energy**: -227.28434 hartree

Entry 3:
Entry from the OMol25 dataset: an isolated molecule of C3H6N2O at a distorted geometry (ωB97M-V/def2-TZVPD).

```
12
Properties=species:S:1:pos:R:3:forces:R:3
H 3.21400 0.39622 0.58583 -0.14 0.39 -0.02
H 0.75374 -1.02987 -0.59127 0.50 0.76 -0.13
N -1.24278 -0.29974 -0.08806 2.75 1.84 -0.55
O 0.65653 1.03831 -0.24087 0.10 -1.39 0.10
H -0.95376 1.86964 0.33509 -1.41 -1.04 -0.05
H -3.07299 0.51163 0.14676 0.12 0.66 -0.15
C 1.37239 -0.15770 -0.31030 -3.12 -0.40 -0.26
H -2.98174 -1.07948 -0.44575 0.70 1.35 1.15
C 2.55318 -0.33964 0.15971 3.13 -2.15 1.32
H 2.92714 -1.41821 0.28910 -0.57 1.79 -0.69
C -0.71460 0.82493 0.04949 3.69 1.77 -0.61
N -2.51110 -0.31609 0.11028 -5.76 -3.58 -0.12
```
Forces are in eV/Å.

Computed properties:
**HOMO**: -8.263 eV
**Kohn-Sham gap**: 9.359 eV
**SMILES string**: C=CO/C=N/N
**Charge**: 0
**ΔE to the lowest compared entry with this formula, charge and spin**: 381.2 kJ/mol
**Calculated total energy**: -302.54791 hartree

Entry 4:
Entry from the OMol25 dataset: a cluster of 2 separate species, C3H6N2O in total at a distorted geometry (ωB97M-V/def2-TZVPD).

```
12
Properties=species:S:1:pos:R:3:forces:R:3
N 0.43587 -1.82401 -0.80563 0.02 0.27 0.17
C 0.20967 -0.64255 -0.12398 0.78 -0.69 -0.32
N -0.23341 -0.37800 -2.30825 -0.08 -0.32 -0.41
H 0.08432 2.69995 2.77782 0.06 0.13 0.04
C 0.15286 -1.61256 -2.11827 0.09 0.07 0.48
H 0.85074 -2.62286 -0.35933 -0.09 -0.19 -0.29
H -0.55352 1.25144 -1.05004 0.28 0.10 0.43
O -0.37921 3.21936 3.44453 -0.11 -0.28 -0.11
H -1.19001 2.71748 3.59179 0.05 0.15 0.06
C -0.18545 0.24037 -1.08816 -0.47 0.06 -0.08
H 0.57003 -0.65291 0.89201 -0.50 0.62 0.13
H 0.23811 -2.39571 -2.85249 -0.02 0.07 -0.11
```
Forces are in eV/Å.

Computed properties:
**HOMO**: -9.104 eV
**Kohn-Sham gap**: 9.679 eV
**SMILES string**: c1c[nH]cn1.O
**Charge**: 0
**ΔE to the lowest compared entry with this formula, charge and spin**: 103.2 kJ/mol
**Calculated total energy**: -302.65378 hartree

Entry 5:
Entry from the OMol25 dataset: a cluster of 2 separate species, C3H6N2O in total at a distorted geometry (ωB97M-V/def2-TZVPD).

```
12
Properties=species:S:1:pos:R:3:forces:R:3
C 0.96577 -0.01774 -0.19700 -2.30 0.21 0.43
H 1.00171 -0.49523 -1.08955 -0.56 -1.30 -3.27
C -0.47285 0.16604 0.20619 0.17 0.83 1.50
H 1.49351 -0.73974 0.32795 0.95 -0.85 2.23
C -1.20038 1.47421 -1.88469 1.37 -2.27 2.94
O -0.79730 1.15426 1.06169 -2.50 -2.36 -1.62
H -0.19171 1.69596 1.50670 2.13 1.03 0.06
N -1.32695 -0.88919 0.35879 -0.64 1.16 -0.62
H -1.26477 -1.74807 -0.12873 1.37 -0.61 -0.93
N -1.62929 2.10798 -2.72890 -0.93 1.41 -1.88
H 1.46366 0.86463 -0.41518 0.83 1.86 0.35
H -2.32266 -0.70300 0.27830 0.13 0.90 0.81
```
Forces are in eV/Å.

Computed properties:
**HOMO**: -9.138 eV
**Kohn-Sham gap**: 8.725 eV
**Charge**: 0
**ΔE to the lowest compared entry with this formula, charge and spin**: 395.3 kJ/mol
**Calculated total energy**: -302.54252 hartree

Entry 6:
Entry from the OMol25 dataset: an isolated molecule of C3H6N2O at a distorted geometry (ωB97M-V/def2-TZVPD).

```
12
Properties=species:S:1:pos:R:3:forces:R:3
C -0.18257 -1.30360 0.08778 1.46 -0.52 0.38
H -0.49292 0.52946 -1.85866 0.02 0.11 0.08
H -2.45646 0.74467 -0.91995 -0.12 -0.16 0.53
H 0.20388 -2.03223 0.80224 -0.20 0.30 -0.10
H 2.53992 0.17693 2.04855 -0.04 -0.14 -0.01
N -1.76238 0.64948 -0.15703 -1.08 0.81 -0.81
N 1.30263 0.53960 0.73390 0.18 0.24 -0.04
H -0.76566 -1.71228 -0.72271 -0.21 0.29 -0.01
C 0.37256 0.00325 0.01725 -0.51 -1.05 -0.09
O 1.91061 -0.37361 1.56765 0.13 -0.04 0.17
C -0.50062 0.86724 -0.81183 0.56 0.09 -0.14
H -0.16899 1.91109 -0.78719 -0.18 0.07 0.03
```
Forces are in eV/Å.

Computed properties:
**HOMO (spin up / spin down)**: -9.545 / -8.454 eV
**Kohn-Sham gap (spin up / spin down)**: 8.970 / 8.096 eV
**Charge**: 0
**ΔE to the lowest compared entry with this formula, charge and spin**: 576.2 kJ/mol
**Calculated total energy**: -302.47362 hartree

Entry 7:
Entry from the OMol25 dataset: an isolated molecule of C3H6N2O at a distorted geometry (ωB97M-V/def2-TZVPD).

```
12
Properties=species:S:1:pos:R:3:forces:R:3
H 0.18916 1.59275 0.04248 -0.41 -0.92 0.95
C 1.14444 -0.33741 -1.89930 0.00 0.42 -0.28
N -0.39281 0.72731 0.07139 -0.48 -0.60 1.46
N 0.66032 -1.56936 0.19633 0.46 -0.39 -0.51
H -1.10392 -1.05842 1.70157 0.59 1.09 -1.54
H -1.71163 0.59982 1.77655 -0.46 0.41 0.42
O 1.09181 0.72867 -2.46869 -0.17 -0.37 0.47
H -0.11042 0.17371 2.42191 0.08 0.46 -1.17
C 0.58526 -0.66832 -0.57137 0.37 -0.90 0.22
H 1.66763 -1.21113 -2.32479 -0.03 0.12 -0.04
C -0.82755 0.02531 1.59106 -0.19 1.32 -0.94
H -1.19229 0.99708 -0.53714 0.23 -0.63 0.96
```
Forces are in eV/Å.

Computed properties:
**HOMO**: -8.538 eV
**Kohn-Sham gap**: 9.071 eV
**Charge**: 0
**ΔE to the lowest compared entry with this formula, charge and spin**: 419.5 kJ/mol
**Calculated total energy**: -302.53331 hartree

Entry 8:
Entry from the OMol25 dataset: an isolated molecule of C3H6N2O at a distorted geometry (ωB97M-V/def2-TZVPD).

```
12
Properties=species:S:1:pos:R:3:forces:R:3
C 0.18816 -0.79693 -0.07494 -0.79 0.54 0.62
H -1.05345 -0.91121 1.63399 -0.16 -0.14 0.28
H -0.59112 -2.49875 0.17492 0.41 0.08 -0.02
H -0.13914 1.84930 0.03008 0.83 -0.99 -0.53
O 0.68643 2.19004 -1.74428 0.34 -0.29 0.00
C 0.49319 1.45424 -0.81551 0.76 -0.34 -0.70
N 1.03530 0.10154 -0.74043 -1.10 0.84 0.11
C -0.67788 -0.10092 1.02470 -0.02 -0.56 0.19
H 1.59367 -0.31422 -1.51699 -0.82 0.92 0.66
N 0.14115 -2.03704 -0.37102 -0.04 0.90 0.13
H -0.11483 0.57693 1.68759 0.10 -0.45 -0.35
H -1.56147 0.48700 0.71190 0.50 -0.50 -0.38
```
Forces are in eV/Å.

Computed properties:
**HOMO**: -9.947 eV
**Kohn-Sham gap**: 10.734 eV
**SMILES string**: [H]/N=C(\C)NC=O
**Charge**: 0
**ΔE to the lowest compared entry with this formula, charge and spin**: 112.8 kJ/mol
**Calculated total energy**: -302.65015 hartree